C4H7N in the gas phase in a non-equilibrium geometry, computed with the ωB97M-V functional and the def2-TZVPD basis.

Atoms and positions in Å:
C (0.45160, 1.76843, -0.32881)
N (0.87309, 0.60063, -0.12922)
C (-0.04981, -0.42563, 0.18460)
C (0.06261, -1.08582, 1.32959)
C (-0.94863, -0.85045, -0.93947)
H (1.15360, 2.56896, -0.52662)
H (-0.61452, 2.00002, -0.30863)
H (0.84003, -0.73636, 1.99915)
H (-0.49711, -1.95363, 1.61908)
H (-1.79499, -0.17337, -1.09342)
H (-1.30127, -1.87619, -0.88041)
H (-0.38026, -0.83225, -1.87046)

Calculated values
Gap between HOMO and LUMO, eV: 10.0
Relative energy (zero: lowest compared OMol25 entry of this formula, charge and spin), eV: 1.295
Net charge: 0
Highest occupied orbital energy, hartree: -0.3250
E, eV: -5750.122